[1]
48
Properties=species:S:1:pos:R:3:forces:R:3 method="wB97M-V/def2-TZVPD" total_charge=+3 orbital_gap_ev="5.933 / 5.935" e_tot_ev=-127380.3884
V -0.001 -0.721 0.294 0.00 -0.03 0.12
C 3.170 -3.018 -0.901 0.00 0.00 0.00
C 2.633 -1.764 -0.959 0.01 0.01 0.02
N 1.472 -1.738 -0.243 -0.11 0.04 -0.03
N 1.273 -3.008 0.277 -0.01 -0.02 -0.02
C 2.281 -3.772 -0.116 0.01 0.01 0.02
B -0.002 -3.400 1.154 0.00 0.00 -0.01
N -1.280 -3.005 0.282 0.01 -0.02 -0.02
C -2.291 -3.767 -0.107 -0.01 0.01 0.02
C -3.181 -3.011 -0.888 0.00 0.00 0.00
C -2.642 -1.758 -0.949 -0.01 0.01 0.02
N -1.478 -1.735 -0.237 0.11 0.03 -0.03
N 0.001 -2.428 2.399 0.00 -0.01 0.01
C 0.004 -2.602 3.718 0.00 0.00 0.00
C 0.007 -1.366 4.367 0.00 0.00 0.00
C 0.006 -0.434 3.364 0.00 0.00 0.00
N 0.003 -1.064 2.163 0.00 0.01 -0.10
N -0.003 -4.853 1.410 0.00 0.00 0.00
C -0.001 -5.695 2.495 0.00 0.01 0.00
C -0.003 -6.976 2.034 0.00 0.00 0.00
C -0.007 -6.852 0.627 0.00 0.00 0.00
N -0.007 -5.593 0.248 0.00 0.00 0.00
H 4.079 -3.367 -1.359 0.00 0.00 0.00
H 2.983 -0.873 -1.454 0.00 0.00 0.00
H 2.320 -4.813 0.163 0.00 0.00 0.00
H -2.331 -4.807 0.172 0.00 0.00 0.00
H -4.092 -3.359 -1.344 0.00 0.00 0.00
H -2.991 -0.866 -1.443 0.00 0.00 0.00
H 0.004 -3.582 4.158 0.00 0.01 0.00
H 0.010 -1.194 5.430 0.00 0.00 0.00
H 0.007 0.643 3.411 0.00 0.00 0.00
H 0.002 -5.356 3.513 0.00 0.00 0.00
H -0.002 -7.878 2.621 0.00 0.00 0.00
H -0.010 -7.635 -0.116 0.00 0.00 0.00
C -1.048 9.142 -1.275 0.00 0.01 0.00
Si 0.006 8.404 -2.563 0.00 0.19 -0.06
C 1.818 8.536 -2.440 0.00 0.01 0.00
C -0.753 7.691 -4.056 0.00 0.01 0.00
Se 0.001 1.280 -0.282 0.00 -0.28 0.07
H -1.232 10.184 -1.576 0.00 0.00 0.00
H -0.560 9.174 -0.301 0.00 0.00 0.00
H -2.022 8.659 -1.203 0.00 0.00 0.00
H 2.097 9.490 -2.911 0.00 0.00 0.00
H 2.336 7.750 -2.987 0.00 0.00 0.00
H 2.164 8.581 -1.408 0.00 0.00 0.00
H -0.869 8.516 -4.774 0.00 0.00 0.00
H -1.750 7.293 -3.870 0.00 0.00 0.00
H -0.121 6.944 -4.535 0.00 0.00 0.00



[2]
16
Properties=species:S:1:pos:R:3:forces:R:3 method="wB97M-V/def2-TZVPD" total_charge=+1 orbital_gap_ev=7.904 e_tot_ev=-9307.3434
C 0.525 0.876 -1.592 1.22 2.56 -1.00
C -0.658 0.193 -1.032 -0.96 3.16 1.60
C 1.031 1.085 -0.152 1.72 -2.66 -0.26
C -0.712 -1.245 2.031 -2.28 2.22 0.88
N 0.085 -1.986 1.438 4.26 -3.02 -1.85
N -0.289 0.761 0.353 0.21 -4.24 -1.11
O -1.369 -1.958 1.107 -1.18 0.49 0.28
H 1.104 0.238 -2.226 0.65 0.03 -0.50
H 0.351 1.890 -2.077 -0.11 -1.44 0.40
H -1.616 0.457 -1.453 -0.39 0.04 0.28
H -0.545 -0.815 -1.008 0.20 -3.29 0.02
H 1.750 0.124 0.009 -1.29 2.10 0.30
H 1.526 1.972 0.207 0.06 0.26 -0.04
H -1.026 -0.850 3.051 0.72 -0.05 -1.60
H 0.786 -2.087 0.639 -1.11 0.89 1.42
H -0.944 1.346 0.705 -1.71 2.95 1.19